Entry 1:
The following is a quantum chemistry calculation of a 5-piece molecular cluster, H10O4S overall at a distorted geometry, from the Open Molecules 2025 dataset.

Last column: Mulliken spin population.
Cartesian coordinates (Å):
S 1.73380 -2.02552 2.09317  0.697
H 0.73808 -2.18846 2.98986  -0.016
H 1.06138 -3.10114 1.44923  -0.019
H -3.14852 -0.26933 0.59820  -0.003
H -2.38121 0.23641 -0.60195  -0.003
O -3.07601 -0.35408 -0.36249  0.084
H 0.78409 0.23279 1.14464  -0.026
H 1.64354 1.27800 0.28728  -0.004
O 0.89511 1.21792 0.98466  0.162
H 0.55772 0.10425 -2.22196  0.000
H 1.85679 -0.74695 -2.34221  0.000
O 1.52529 0.13984 -2.21199  0.001
H -0.61897 2.27232 -1.22628  -0.006
H -0.63272 1.69997 0.15920  -0.004
O -0.93838 1.50396 -0.73935  0.138

Force components x, y, z for each atom (eV/Å):
S -1.140 -1.471 -0.544
H 0.158 0.438 0.424
H 1.021 1.127 0.178
H -0.200 -0.029 -0.227
H 0.921 0.923 -0.501
O -0.775 -0.904 0.721
H 0.075 1.603 -0.565
H -1.645 -0.234 1.325
O 1.904 -1.636 -0.670
H 0.278 -0.190 -0.083
H -0.072 -0.302 -0.263
O -0.217 0.511 0.556
H -0.195 0.083 -0.409
H -0.081 -0.111 0.152
O -0.032 0.193 -0.094

As for the expectation value of S²: 0.7572. The HOMO-LUMO gap (spin up / spin down) is 0.3790 / 0.1115 Ha. As for the multiplicity: 2. As for the net charge: +1. The value obtained for the largest force on an atom is 2.6 eV/A. For the total energy, the calculation gives -704.7245 Ha. Its relative energy (zero: lowest compared OMol25 entry of this formula, charge and spin) is 36.8 kcal/mol.

***

Entry 2:
The following is a quantum chemistry calculation of a 5-piece molecular cluster, H10O4S2 overall, from the Open Molecules 2025 dataset.

Last column: natural (NBO) charge in e.
Cartesian coordinates (Å):
S 0.92014 -0.68636 -1.76195  -0.157
S -0.60131 0.61881 -2.30557  -0.147
H 0.73580 -1.62735 -2.69660  0.129
H -1.57396 0.04153 -1.58212  0.171
H 1.66810 0.06545 2.43249  0.480
H 2.98069 0.79706 2.76031  0.469
O 2.62677 -0.01904 2.39738  -0.953
H -0.21015 -0.04940 1.25749  0.487
H 0.02660 1.32989 0.63331  0.484
O -0.55358 0.86159 1.24634  -0.957
H -3.87238 0.80097 0.30352  0.475
H -2.32228 0.78813 0.53353  0.502
O -3.03133 0.54143 -0.08236  -0.985
H 1.07552 -0.95033 4.31877  0.478
H 0.65239 -2.20040 3.54992  0.476
O 0.38132 -1.29867 3.74634  -0.951

Force components x, y, z for each atom (eV/Å):
S -0.100 0.230 -0.002
S 0.270 -0.298 0.058
H -0.036 -0.042 -0.067
H -0.072 0.133 -0.033
H -0.049 0.039 0.139
H -0.045 0.086 -0.053
O 0.165 -0.053 -0.040
H -0.278 0.343 0.009
H -0.107 -0.013 -0.086
O 0.378 -0.358 0.113
H 0.137 0.009 0.086
H -0.074 0.010 0.068
O -0.115 -0.054 -0.124
H -0.031 -0.119 -0.086
H 0.062 -0.015 0.012
O -0.105 0.103 0.005

The HOMO-LUMO gap is 0.3642 Ha. The structure (SMILES) is SS.O.O.O.O. The value obtained for the largest force on an atom is 0.5 eV/A. For the total energy, the calculation gives -1103.3197 Ha. Its relative energy (zero: lowest compared OMol25 entry of this formula, charge and spin) is 6.7 kcal/mol.

***

Question: Which value of relative energy (zero: lowest compared OMol25 entry of this formula, charge and spin) does entry 1 give?
Answer: 36.8 kcal/mol

***

Question: Look up the relative energy (zero: lowest compared OMol25 entry of this formula, charge and spin) of the second one.
Answer: 6.7 kcal/mol